1.
Entry from the Open Molecules 2025 dataset: a cluster of 2 separate species, C30H55BrN2O11P in total (wB97M-V/def2-TZVPD).

The calculation puts the largest force on an atom at 4.26 eV/Å. The net charge is +1. For the LUMO energy, the calculation gives -2.25 eV. The calculation puts the total energy at -136828.254 eV. The HOMO-LUMO gap comes out at 0.31661 Eh.

```
100
Properties=species:S:1:pos:R:3:forces:R:3:mulliken_charge:R:1
C -3.395 -3.873 3.100 0.1 0.0 -0.1 -0.945
C -2.215 -3.204 3.046 0.1 0.5 -0.2 -0.545
C -2.004 -2.011 2.107 -0.8 1.0 1.5 0.581
C -1.435 -0.772 2.886 0.0 -0.8 -0.1 -1.886
C -0.254 -0.012 2.270 -1.4 1.9 -0.5 1.614
C 0.350 1.041 3.225 0.6 -0.1 1.9 -1.139
C 0.371 0.693 4.760 -0.5 0.6 -0.2 -1.197
C -0.881 1.249 5.499 0.2 -1.2 -0.2 -0.733
Br -0.528 2.924 6.431 -0.2 -0.4 -0.4 -0.151
N 0.690 -0.889 1.463 0.7 -0.4 0.9 2.145
C 1.873 -0.108 0.966 0.8 1.3 0.6 -1.038
C 1.605 1.254 0.328 0.5 0.6 -1.2 -0.854
O 2.360 2.304 0.974 -0.6 -0.8 -0.1 -0.434
C 1.844 3.526 0.566 1.1 -0.8 -3.0 0.403
O 1.495 4.299 1.346 -1.0 2.4 3.3 -0.458
C 1.707 3.859 -0.914 -0.4 -1.9 -1.1 -0.021
C 0.186 3.871 -1.306 0.6 0.4 0.1 -0.705
C 1.259 -1.834 2.488 1.3 -1.3 1.6 0.011
C 2.520 -2.685 2.186 -0.6 -1.0 -0.2 -0.859
C 2.208 -4.156 1.846 -0.4 0.4 1.4 0.211
N 1.228 -4.878 2.564 -0.4 0.6 0.3 -0.304
O 2.830 -4.678 0.996 1.3 -0.9 -2.3 -0.496
C -0.076 -1.576 0.360 -1.4 -1.4 -2.3 2.662
C -0.800 -0.667 -0.673 -0.7 0.8 -0.3 -2.112
C -2.208 -0.070 -0.386 0.0 0.4 -0.8 -0.505
C -3.386 -0.776 -1.122 -0.6 0.7 1.4 -0.702
C -4.691 -0.247 -0.451 0.3 0.0 -0.2 -0.855
C -4.816 1.281 -0.496 0.2 -0.2 0.5 -0.737
O -4.337 1.795 0.789 0.2 -0.3 -0.2 -0.276
C -4.210 3.130 0.790 1.2 0.1 2.3 0.638
C -3.468 3.733 1.985 0.1 -0.9 -0.1 -0.519
O -4.594 3.839 -0.065 -1.1 1.1 -2.3 -0.529
C 0.859 -2.431 -0.592 0.7 0.3 -0.5 -1.374
C 0.235 -3.756 -1.047 -0.3 1.5 -1.5 -0.702
O 0.254 -4.757 -0.456 0.1 -2.0 1.9 -0.365
O -0.426 -3.727 -2.271 1.0 0.5 0.2 -0.490
C -1.158 -2.557 0.913 0.6 0.7 2.1 -3.115
H -3.473 -4.912 2.769 0.2 -0.4 2.0 0.265
H -4.300 -3.354 3.429 -0.3 0.3 -1.9 0.298
H -1.342 -3.499 3.646 0.3 -1.0 -1.4 0.290
H -3.011 -1.751 1.757 0.3 0.0 -0.1 -0.242
H -2.249 -0.044 3.002 0.2 -0.1 -0.1 0.430
H -1.249 -1.141 3.902 0.4 0.3 -0.2 0.657
H -0.729 0.647 1.533 0.3 -0.6 -0.3 -0.394
H 1.357 1.406 3.007 -0.3 -0.3 -0.6 0.416
H -0.271 1.947 3.203 0.1 -0.3 -0.5 0.259
H 0.409 -0.385 4.952 0.2 0.2 0.0 0.241
H 1.243 1.173 5.215 0.0 -0.3 -0.1 0.659
H -1.717 1.341 4.799 0.1 0.5 0.2 0.299
H -1.198 0.491 6.222 0.0 0.5 0.2 0.480
H 2.487 0.077 1.856 -0.2 0.1 -0.2 0.619
H 2.545 -0.666 0.315 -0.7 -0.4 0.0 0.886
H 1.968 1.227 -0.711 -0.3 -0.2 0.2 0.457
H 0.561 1.576 0.266 0.1 -0.5 0.3 -0.328
H 2.201 4.790 -1.193 -0.1 0.0 0.5 0.483
H 2.154 3.079 -1.549 0.2 0.3 0.3 -0.024
H -0.148 4.911 -1.281 -0.4 -0.3 0.1 0.395
H -0.407 3.257 -0.617 0.0 0.3 -0.1 -0.074
H 0.030 3.473 -2.313 0.2 0.2 0.1 0.280
H 0.529 -2.541 2.897 -0.3 0.3 -0.7 -0.298
H 1.560 -1.280 3.384 -0.4 0.7 -0.6 0.723
H 3.183 -2.376 1.377 -0.2 0.3 0.2 0.147
H 3.164 -2.766 3.075 -0.3 0.4 0.0 0.489
H 1.579 -5.241 3.445 -0.2 0.2 0.0 0.264
H 0.892 -5.636 1.977 0.3 -0.1 0.1 0.277
H -0.992 -1.305 -1.547 0.3 -0.2 0.4 0.895
H -0.173 0.123 -1.115 0.2 -0.3 0.5 0.505
H -2.466 0.104 0.661 0.2 -0.3 -0.1 -0.144
H -2.210 0.937 -0.833 0.2 -0.1 0.3 0.399
H -3.386 -0.495 -2.181 0.1 -0.4 0.1 0.449
H -3.396 -1.861 -0.969 0.2 0.1 -0.4 0.372
H -5.573 -0.724 -0.891 0.2 0.1 0.1 0.537
H -4.636 -0.535 0.610 -0.3 0.0 -0.2 0.225
H -5.835 1.652 -0.624 0.2 -0.2 -0.2 0.495
H -4.143 1.702 -1.252 -0.5 0.0 -0.1 0.361
H -4.143 3.915 2.826 0.1 -0.1 -0.2 0.326
H -3.028 4.675 1.656 -0.1 -0.1 0.1 0.342
H -2.673 3.048 2.311 -0.2 0.2 0.1 -0.177
H 1.869 -2.636 -0.227 -0.4 -0.3 0.3 0.608
H 1.041 -1.879 -1.527 0.0 0.3 0.4 0.938
H 0.232 -3.390 -2.903 -0.6 0.2 -0.2 0.377
H -0.613 -3.411 1.335 -0.3 -0.1 -0.5 1.266
H -1.866 -2.859 0.142 0.5 -0.1 -0.1 1.028
C 2.847 1.820 -7.636 -0.1 0.2 -0.5 -0.722
O 3.641 1.216 -6.605 -0.4 0.1 0.3 -0.343
P 3.077 1.115 -5.122 0.2 -0.1 0.1 1.227
O 1.634 1.325 -4.972 0.0 0.0 -0.1 -0.708
O 3.992 2.069 -4.253 -0.1 -0.3 0.0 -0.290
C 4.641 3.193 -4.855 0.2 0.2 -0.1 -0.685
O 3.593 -0.305 -4.645 0.1 0.3 0.2 -0.352
C 2.964 -1.467 -5.186 -0.1 -0.2 -0.1 -0.590
H 3.383 2.680 -8.035 0.1 0.0 0.1 0.280
H 2.704 1.092 -8.432 0.0 0.0 0.0 0.261
H 1.874 2.144 -7.271 0.0 -0.1 0.1 0.348
H 3.913 3.861 -5.316 0.0 0.0 0.0 0.329
H 5.367 2.857 -5.594 -0.1 0.0 0.0 0.293
H 5.169 3.728 -4.070 -0.1 -0.1 0.1 0.248
H 3.695 -2.022 -5.772 0.0 0.0 0.0 0.305
H 2.113 -1.215 -5.819 0.0 0.0 0.1 0.344
H 2.623 -2.091 -4.361 0.0 0.0 0.0 0.077
```
Forces are in eV/Å.

2.
Entry from the Open Molecules 2025 dataset: a cluster of 2 separate species, C5H11N in total (wB97M-V/def2-TZVPD).

The calculation puts the largest force on an atom at 0.30 eV/Å. For the LUMO energy, the calculation gives 1.03 eV. The calculation puts the total energy at -6849.669 eV. The HOMO-LUMO gap comes out at 0.30705 Eh.

```
17
Properties=species:S:1:pos:R:3:forces:R:3:mulliken_charge:R:1
C 0.389 -1.931 2.037 0.0 0.0 0.0 -0.918
C 1.659 0.563 -0.275 -0.1 0.0 0.0 -0.489
N 0.391 0.682 -0.052 0.1 0.0 0.0 0.136
C -0.694 1.151 0.566 0.1 0.2 -0.1 -0.691
C -0.889 0.375 -0.683 -0.1 -0.2 -0.2 0.284
C -1.118 0.972 -2.055 0.0 0.0 0.0 -1.329
H 1.447 -1.680 2.155 -0.2 -0.1 0.0 0.212
H 0.027 -2.454 2.927 0.1 0.1 -0.1 0.320
H 0.265 -2.575 1.161 0.0 0.1 0.2 0.214
H 2.359 1.125 0.331 -0.1 -0.1 -0.1 0.277
H 1.992 -0.128 -1.039 -0.1 0.1 0.1 0.254
H -0.185 -1.009 1.905 0.1 -0.2 0.0 0.161
H -0.865 2.194 0.806 0.0 -0.1 0.0 0.239
H -1.208 -0.666 -0.579 0.0 0.2 0.0 0.340
H -2.196 1.066 -2.231 0.2 0.0 0.0 0.363
H -0.702 0.344 -2.851 -0.1 0.1 0.1 0.312
H -0.673 1.971 -2.122 -0.1 -0.1 0.0 0.316
```
Forces are in eV/Å.